No. 1
{
  "formula": "C26H21Cl2NOPPd",
  "method": "the ωB97M-V functional and the def2-TZVPD basis",
  "e_homo_ha": [-0.0914, -0.1153],
  "multiplicity": 3,
  "relative_energy_kcal_mol": 0.0,
  "total_charge": -1,
  "gap_ev": [5.03, 5.67],
  "elements": ["Pd", "O", "C", "C", "C", "C", "C", "C", "C", "P", "C", "C", "C", "C", "C", "C", "C", "C", "C", "C", "C", "C", "H", "H", "H", "H", "H", "H", "H", "H", "H", "H", "H", "H", "H", "H", "N", "C", "C", "C", "C", "C", "C", "H", "H", "H", "H", "H", "Cl", "C", "Cl", "H", "H"],
  "xyz": [[1.52323, -0.55221, 1.22196], [2.92210, 1.38174, 2.91698], [1.90618, 1.17939, 2.26202], [0.91620, 2.33428, 2.16701], [1.07469, 3.51733, 2.88785], [0.09452, 4.48860, 2.84471], [-1.06361, 4.27842, 2.08982], [-1.22234, 3.11268, 1.37196], [-0.21688, 2.13749, 1.39197], [-0.28728, 0.54484, 0.49951], [-0.13232, 0.97603, -1.26716], [-0.22280, 2.27606, -1.77365], [-0.08233, 2.50981, -3.13186], [0.14386, 1.44950, -4.00199], [0.24430, 0.15968, -3.50853], [0.11661, -0.07359, -2.14620], [-2.06033, 0.15868, 0.65530], [-2.97217, 0.13476, -0.39346], [-4.29816, -0.21519, -0.16516], [-4.72760, -0.54358, 1.10969], [-3.82068, -0.53037, 2.16656], [-2.49947, -0.19138, 1.93797], [1.97283, 3.63421, 3.48182], [0.21576, 5.40566, 3.40874], [-1.84712, 5.02677, 2.07037], [-2.12646, 2.93979, 0.79769], [-0.38681, 3.10807, -1.10247], [-0.14322, 3.52221, -3.51191], [0.26117, 1.63510, -5.06282], [0.46552, -0.66608, -4.17283], [0.24884, -1.07557, -1.75262], [-2.65311, 0.39157, -1.39623], [-4.99726, -0.22613, -0.99283], [-5.76158, -0.81465, 1.28367], [-4.14224, -0.79181, 3.16705], [-1.79064, -0.19702, 2.76007], [2.07097, -2.16871, 0.08449], [2.53293, -2.42760, -1.12867], [2.37110, -3.70110, -1.74478], [2.82085, -3.93137, -3.03155], [3.47465, -2.95133, -3.77337], [3.66507, -1.71167, -3.16670], [3.21253, -1.43446, -1.89399], [1.87241, -4.48899, -1.19461], [2.66017, -4.91714, -3.45850], [3.82911, -3.14903, -4.77623], [4.17244, -0.91939, -3.71024], [3.36447, -0.45449, -1.46077], [-0.91607, -3.98223, 5.69739], [-0.13611, -3.72422, 4.11588], [0.67501, -2.17228, 3.98944], [-0.91125, -3.77465, 3.35996], [0.59030, -4.51641, 3.97924]]
}

---

No. 2
{
  "formula": "C3HN4",
  "method": "the ωB97M-V functional and the def2-TZVPD basis",
  "e_homo_ha": -0.1288,
  "multiplicity": 1,
  "relative_energy_kcal_mol": 45.2,
  "total_charge": -1,
  "gap_ev": 8.13,
  "elements": ["C", "C", "C", "N", "N", "N", "N", "H"],
  "xyz": [[-0.16492, -1.57626, -0.03657], [-0.52328, -0.31695, -0.04404], [-1.91647, 0.00638, 0.01739], [0.48472, 0.75302, -0.34895], [-3.03187, 0.18417, 0.19394], [1.51766, 1.09328, 0.07073], [2.57515, 1.46313, 0.24020], [1.05901, -1.60678, -0.09270]]
}

---

No. 3
{
  "formula": "C10H20",
  "method": "the ωB97M-V functional and the def2-TZVPD basis",
  "e_homo_ha": -0.3853,
  "multiplicity": 1,
  "relative_energy_kcal_mol": 89.0,
  "smiles": "C1CCCC1.C1CCCC1",
  "total_charge": 0,
  "gap_ev": 11.55,
  "elements": ["C", "C", "C", "C", "C", "H", "H", "H", "H", "H", "H", "H", "H", "H", "H", "C", "C", "C", "C", "C", "H", "H", "H", "H", "H", "H", "H", "H", "H", "H"],
  "xyz": [[-2.18778, 1.12304, 0.75915], [-2.51838, 1.00117, -0.77784], [-2.45127, -0.53787, -1.06924], [-2.70100, -1.28376, 0.28504], [-1.75732, -0.23353, 1.12268], [-1.33835, 1.85484, 0.98873], [-3.00416, 1.33639, 1.25296], [-1.82388, 1.61732, -1.32652], [-3.54192, 1.36265, -0.87948], [-1.51919, -0.89732, -1.65914], [-3.19664, -0.92625, -1.64839], [-2.43022, -2.38614, 0.70153], [-3.78667, -1.12939, 0.51058], [-0.85777, -0.52468, 0.93598], [-1.63018, -0.41942, 2.26723], [1.16314, -0.57574, -0.54933], [1.53351, 1.05244, -0.22815], [3.03086, 1.05008, 0.19307], [3.48417, -0.41890, -0.02490], [2.26024, -1.37386, 0.17589], [0.21371, -0.69087, -0.19677], [1.23454, -0.64921, -1.65936], [0.89397, 1.68493, 0.43548], [1.57127, 1.58428, -1.08502], [2.92660, 1.49580, 1.31054], [3.67001, 1.66223, -0.52401], [4.33135, -0.77526, 0.55910], [3.83390, -0.42954, -0.99540], [2.09090, -1.21584, 1.27058], [2.50655, -2.35763, -0.14498]]
}

---

No. 4
{
  "formula": "C61H72N3O6Rb",
  "method": "the ωB97M-V functional and the def2-TZVPD basis",
  "e_homo_ha": -0.0617,
  "multiplicity": 1,
  "relative_energy_kcal_mol": 14.4,
  "total_charge": -2,
  "gap_ev": 5.16,
  "elements": ["Rb", "C", "O", "C", "C", "C", "C", "C", "C", "C", "C", "C", "C", "C", "C", "C", "C", "C", "C", "C", "C", "C", "C", "C", "C", "C", "C", "C", "C", "C", "C", "C", "C", "O", "C", "C", "C", "C", "C", "O", "C", "C", "C", "C", "C", "C", "O", "C", "C", "C", "C", "H", "H", "H", "H", "H", "H", "H", "H", "H", "H", "H", "H", "H", "H", "H", "H", "H", "H", "H", "H", "H", "H", "H", "H", "H", "H", "H", "H", "H", "H", "H", "H", "H", "H", "H", "H", "H", "H", "H", "H", "H", "H", "H", "H", "H", "H", "H", "H", "H", "H", "H", "H", "H", "H", "H", "H", "H", "H", "C", "C", "N", "C", "C", "C", "C", "C", "C", "C", "C", "C", "N", "C", "H", "H", "H", "H", "H", "H", "H", "H", "N", "C", "C", "C", "O", "O", "H", "H", "H", "H", "H", "H"],
  "xyz": [[-1.81543, -2.30679, -1.36169], [-4.05976, -2.05226, 1.22831], [-2.96538, -1.28859, 0.71470], [-2.62786, -0.20878, 1.50336], [-2.89548, 1.08307, 1.05784], [-3.37449, 1.38920, -0.35833], [-2.32820, 2.16490, -1.13927], [-2.22920, 3.53877, -1.00535], [-1.21139, 4.30363, -1.58331], [-0.25133, 3.59369, -2.30177], [-0.32569, 2.22236, -2.49104], [0.77794, 1.47926, -3.21283], [1.82087, 0.98615, -2.21774], [2.70888, 1.95380, -1.74052], [3.56466, 1.73686, -0.67524], [3.52048, 0.48000, -0.07723], [2.68884, -0.52922, -0.52906], [2.68847, -1.85756, 0.20899], [2.04314, -1.75837, 1.57556], [2.80260, -1.39417, 2.67438], [2.26728, -1.19007, 3.94837], [0.88891, -1.36591, 4.06522], [0.08651, -1.73284, 2.99482], [-1.42120, -1.77766, 3.13241], [-2.00323, -0.42959, 2.73632], [-1.78919, 0.65287, 3.57132], [-2.12529, 1.95259, 3.20574], [-2.65708, 2.14046, 1.93917], [-1.84746, 3.10215, 4.17451], [-0.33849, 3.18496, 4.44544], [-2.58489, 2.84591, 5.49809], [-2.30963, 4.45147, 3.62498], [0.63588, -1.99545, 1.70388], [-0.09265, -2.40787, 0.73525], [3.17799, -0.80660, 5.11379], [4.18000, -1.93870, 5.39198], [2.38758, -0.54946, 6.39777], [3.95700, 0.47289, 4.77753], [1.85958, -0.28613, -1.63612], [1.10221, -1.34977, -2.04753], [0.97036, -1.59923, -3.43599], [4.49493, 2.81164, -0.11597], [4.40127, 4.12125, -0.90188], [4.11923, 3.09986, 1.34383], [5.94851, 2.32003, -0.17788], [-1.41051, 1.44925, -1.98041], [-1.54844, 0.21216, -2.26603], [-1.18269, 5.81916, -1.39377], [-2.44812, 6.45129, -1.99502], [-1.12467, 6.16385, 0.10202], [0.03034, 6.45877, -2.07010], [-4.02933, -2.09373, 2.31861], [-3.99754, -3.05713, 0.81046], [-5.00971, -1.60088, 0.92540], [-4.29083, 1.98418, -0.29731], [-3.60249, 0.46666, -0.88787], [-2.99056, 4.04447, -0.41315], [0.59366, 4.11758, -2.74037], [1.26914, 2.16054, -3.91422], [0.32798, 0.67226, -3.77881], [2.65513, 2.93170, -2.20397], [4.13975, 0.26969, 0.79002], [3.72745, -2.17960, 0.33157], [2.16659, -2.59547, -0.39159], [3.87295, -1.25508, 2.52278], [0.40009, -1.19381, 5.02009], [-1.68855, -1.99421, 4.17058], [-1.80542, -2.56774, 2.49057], [-1.28724, 0.46597, 4.51638], [-2.87007, 3.14001, 1.58633], [0.04324, 2.24498, 4.84922], [-0.11954, 3.98310, 5.16307], [0.20249, 3.39008, 3.51892], [-2.24591, 1.92039, 5.96709], [-3.65991, 2.75820, 5.32279], [-2.41105, 3.66960, 6.19880], [-1.76276, 4.72185, 2.71982], [-2.13103, 5.22952, 4.37295], [-3.37721, 4.44140, 3.39268], [3.64401, -2.85763, 5.64097], [4.84477, -1.68303, 6.22610], [4.79370, -2.13991, 4.51147], [1.83334, -1.43848, 6.70668], [1.67582, 0.26950, 6.26647], [3.07371, -0.27972, 7.20654], [4.59128, 0.33207, 3.89953], [4.59844, 0.77152, 5.61492], [3.26429, 1.28886, 4.55880], [1.79524, -1.15077, -3.99688], [0.01819, -1.21751, -3.81046], [0.98046, -2.68000, -3.56265], [3.39494, 4.54391, -0.85090], [4.65837, 3.97297, -1.95350], [5.09744, 4.85221, -0.48037], [3.09587, 3.47684, 1.40291], [4.79329, 3.84927, 1.77241], [4.17378, 2.19804, 1.95615], [6.22702, 2.09259, -1.20996], [6.08650, 1.41315, 0.41364], [6.62902, 3.08737, 0.20649], [-3.34649, 6.05857, -1.51452], [-2.51295, 6.21917, -3.06068], [-2.44014, 7.54116, -1.87213], [-2.00349, 5.78185, 0.62503], [-1.08214, 7.24891, 0.25496], [-0.24226, 5.70987, 0.55946], [0.03592, 6.26033, -3.14444], [0.96473, 6.08042, -1.64764], [0.00501, 7.54309, -1.92362], [1.76543, -5.76384, -0.88376], [0.83093, -4.74241, -1.14449], [0.20792, -4.63449, -2.29935], [0.44566, -5.54257, -3.25917], [1.35649, -6.59697, -3.09492], [2.02924, -6.68217, -1.86170], [1.55845, -7.54002, -4.15738], [0.87163, -7.44279, -5.31165], [-0.08270, -6.38909, -5.51425], [-0.83792, -6.27222, -6.69103], [-1.74263, -5.25302, -6.81313], [-1.87551, -4.34451, -5.75074], [-1.17875, -4.41881, -4.64151], [-0.29736, -5.42987, -4.50674], [2.25726, -5.80253, 0.07924], [0.57255, -3.99310, -0.39236], [2.74056, -7.48565, -1.70102], [2.27387, -8.34253, -4.01286], [1.02461, -8.16599, -6.10534], [-0.70081, -6.99517, -7.48776], [-2.34832, -5.14273, -7.70317], [-2.58720, -3.52656, -5.81284], [-4.69364, -1.32467, -3.78476], [-4.73814, -2.74669, -3.41090], [-5.63957, -2.97191, -2.20965], [-5.31227, -4.28754, -1.46009], [-6.26324, -5.06425, -1.23948], [-4.10294, -4.41427, -1.12560], [-5.56383, -1.03064, -4.21006], [-3.94085, -1.11616, -4.42794], [-3.73275, -3.05684, -3.13340], [-5.05774, -3.39787, -4.23624], [-6.69407, -2.97118, -2.49294], [-5.46708, -2.14724, -1.51017]]
}

---

No. 5
{
  "formula": "C10H14ClN",
  "method": "the ωB97M-V functional and the def2-TZVPD basis",
  "e_homo_ha": -0.3038,
  "multiplicity": 1,
  "relative_energy_kcal_mol": 165.0,
  "total_charge": 0,
  "gap_ev": 8.82,
  "elements": ["C", "C", "C", "C", "C", "C", "C", "C", "C", "C", "H", "H", "H", "H", "H", "H", "H", "H", "H", "H", "H", "H", "H", "H", "N", "Cl"],
  "xyz": [[2.76759, 0.78460, 1.43945], [0.73687, 0.15689, 2.55675], [2.16079, -1.47284, 1.19299], [1.79607, -1.32991, -0.40506], [0.42166, -0.91404, -0.81955], [-0.65916, -1.97200, -0.79595], [-2.03523, -1.59048, -0.81924], [-2.40167, -0.20514, -0.88626], [-1.50256, 0.80254, -0.80170], [-0.12771, 0.40930, -0.68384], [2.57727, 1.58616, 0.72426], [3.77812, 0.49100, 1.02143], [3.09725, 1.32677, 2.50542], [1.05369, 1.42431, 3.13410], [0.31451, -0.69292, 3.57581], [0.01103, 0.57169, 1.87323], [1.51428, -2.31590, 1.59730], [3.33525, -1.82072, 1.03976], [1.83089, -2.55355, -0.87078], [2.26903, -0.60942, -1.17370], [-0.34936, -2.89715, -0.37185], [-2.83291, -2.34456, -0.79030], [-3.50224, 0.24845, -0.94275], [0.48959, 1.28037, -1.01551], [1.98390, -0.30605, 1.96780], [-2.02433, 2.37849, -1.40862]]
}

---

It is found that the max |F| values, taken in the order of the records, are 0.83, 4.34, 7.28, 0.77, 6.66 eV Å⁻¹.